Record 1
Here is a molecular structure, C16H20O3SeSiV from OMol25. Energies are from ωB97M-V/def2-TZVPD.

Atoms and positions in Å:
V  -1.37  0.76  0.63
C  -3.88  0.91  0.98
C  -4.01  0.68  -0.38
C  -3.42  1.55  -1.30
C  -2.70  2.65  -0.85
C  -2.56  2.89  0.53
C  -3.16  2.02  1.45
H  -4.35  0.24  1.69
H  -4.58  -0.17  -0.73
H  -3.53  1.38  -2.36
H  -2.24  3.34  -1.55
H  -2.02  3.75  0.88
H  -3.10  2.23  2.51
O  0.24  -4.86  0.21
C  0.10  -4.04  -0.85
C  0.43  -4.48  -2.14
C  0.29  -3.64  -3.22
C  -0.19  -2.35  -3.06
C  -0.52  -1.92  -1.79
C  -0.38  -2.74  -0.67
C  -0.73  -2.27  0.68
O  -0.58  -2.80  1.73
O  -1.34  -0.98  0.70
H  0.57  -5.71  -0.09
H  0.81  -5.49  -2.26
H  0.55  -4.00  -4.21
H  -0.30  -1.68  -3.90
H  -0.88  -0.91  -1.66
C  2.54  2.37  2.99
Si  2.79  1.80  1.26
C  3.50  0.11  1.11
C  3.61  3.05  0.18
Se  0.67  1.64  0.32
H  3.49  2.54  3.50
H  1.97  1.63  3.56
H  1.98  3.31  3.01
H  4.53  0.08  1.49
H  3.52  -0.21  0.07
H  2.91  -0.61  1.69
H  4.63  3.25  0.52
H  3.06  3.99  0.20
H  3.65  2.70  -0.85

⟨S²⟩ = 2.0481
2S+1 = 3
DFT total energy = -121966.25414 eV
charge = +1



Record 2
Here is a molecular structure, H20O10 from OMol25. Energies are from ωB97M-V/def2-TZVPD.

Atoms and positions in Å:
O  4.02  22.86  -0.11
H  3.62  23.14  -0.94
H  3.43  22.25  0.40
H  3.98  23.58  0.57
O  4.16  24.94  1.09
H  3.40  25.12  1.63
O  1.31  24.56  -0.22
H  0.46  24.36  0.37
H  1.70  25.32  0.14
O  2.22  22.98  1.66
H  2.52  22.26  2.31
H  2.61  23.82  1.61
O  5.56  27.38  2.09
H  6.39  27.18  1.57
H  5.07  26.58  2.00
O  6.59  24.19  0.63
H  5.74  24.43  0.86
H  6.44  23.83  -0.24
O  3.70  26.56  -0.37
H  4.58  26.63  -0.79
H  4.03  25.99  0.44
O  5.14  23.74  3.46
H  5.12  24.41  2.61
H  6.00  23.37  3.56
O  1.12  27.17  1.18
H  1.25  26.98  2.05
H  2.15  27.57  0.94
O  2.84  25.29  3.83
H  3.04  26.22  3.64
H  3.60  24.81  3.68

DFT total energy = -20795.97029 eV



Record 3
Here is 2 unconnected molecules or ions with the total composition C4H4S2 from OMol25. Energies are from ωB97M-V/def2-TZVPD.

Atoms and positions in Å:
C  -1.12  1.80  1.18
C  -0.67  1.14  0.30
C  -0.49  0.18  -1.52
C  1.01  -1.30  0.29
S  -1.28  0.85  -2.77
S  0.39  -1.24  -1.43
H  -1.11  2.57  2.04
H  1.10  -0.31  0.73
H  1.90  -1.80  0.39
H  0.27  -1.91  0.80

DFT total energy = -25877.98827 eV



Record 4
Here is a molecular structure, C26H22BrMoN5O3 from OMol25. Energies are from ωB97M-V/def2-TZVPD.

Atoms and positions in Å:
Mo  -0.74  0.20  -0.07
O  -1.01  1.63  -1.16
C  -0.86  2.06  -2.47
C  -1.18  3.36  -2.78
C  -1.04  3.78  -4.09
C  -0.59  2.91  -5.08
C  -0.28  1.60  -4.74
C  -0.42  1.16  -3.43
C  -0.11  -0.22  -3.10
N  -0.24  -0.72  -1.93
N  0.13  -2.09  -1.83
C  0.23  -2.42  -0.60
O  0.00  -1.47  0.37
C  0.53  -3.77  -0.14
C  0.57  -4.83  -1.06
C  0.86  -6.10  -0.61
C  1.13  -6.33  0.74
C  1.09  -5.28  1.65
C  0.79  -4.00  1.21
H  -1.53  4.03  -2.00
H  -1.28  4.81  -4.35
H  -0.48  3.25  -6.10
H  0.07  0.91  -5.50
H  0.26  -0.88  -3.88
H  0.36  -4.64  -2.10
H  0.89  -6.92  -1.31
H  1.36  -7.32  1.08
H  1.31  -5.46  2.69
H  0.77  -3.17  1.91
C  -2.96  3.37  4.21
C  -1.77  2.95  3.39
C  -0.51  3.52  3.54
C  0.57  3.11  2.77
C  0.33  2.11  1.87
Br  1.67  1.43  0.70
N  -0.86  1.52  1.69
C  -1.90  1.95  2.44
H  -2.69  4.15  4.92
H  -3.36  2.53  4.77
H  -3.75  3.76  3.57
H  -0.37  4.31  4.28
H  1.55  3.54  2.88
H  -2.84  1.45  2.28
N  -4.76  -3.39  3.47
C  -4.07  -2.29  3.11
O  -3.61  -1.48  3.89
C  -3.90  -2.04  1.63
C  -4.69  -2.51  0.59
C  -4.43  -2.09  -0.71
C  -3.38  -1.24  -0.95
N  -2.61  -0.77  0.05
C  -2.89  -1.15  1.31
H  -4.90  -3.56  4.45
H  -5.05  -4.09  2.81
H  -5.52  -3.17  0.79
H  -5.04  -2.44  -1.54
H  -3.12  -0.92  -1.95
H  -2.28  -0.75  2.11

DFT total energy = -112797.95819 eV
charge = +2



Record 5
Here is 2 unconnected molecules or ions with the total composition C2H7O2P from OMol25. Energies are from ωB97M-V/def2-TZVPD.

Atoms and positions in Å:
C  -1.57  -0.87  0.71
C  -1.55  -0.18  -0.47
O  1.62  -1.02  -0.01
O  1.09  1.32  -0.98
P  1.60  0.37  0.23
H  -0.58  -1.32  1.01
H  1.47  0.86  -1.75
H  -2.48  -0.81  1.26
H  -2.34  0.45  -0.75
H  -0.63  -0.45  -0.97
H  2.83  0.96  0.53
H  0.53  0.69  1.18

SMILES = O=[PH2]O.C=C
DFT total energy = -15570.37707 eV



Record 6
Here is a single CH2P2S3 molecule from OMol25. Energies are from ωB97M-V/def2-TZVPD.

Atoms and positions in Å:
C  1.02  0.18  -0.02
P  0.52  1.62  -1.00
P  -0.24  -1.40  0.51
S  -1.01  -2.43  -1.04
S  -1.46  1.73  -0.33
S  -1.77  0.15  1.00
H  1.98  -0.28  -0.27
H  0.95  0.44  1.15

DFT total energy = -52151.58020 eV



Record 7
Here is 3 unconnected molecules or ions with the total composition C4H13NO2 from OMol25. Energies are from ωB97M-V/def2-TZVPD.

Atoms and positions in Å:
C  0.55  -1.57  -1.34
C  0.85  -0.68  -0.14
C  0.26  0.73  -0.19
C  1.07  1.74  0.19
N  0.84  3.08  0.07
H  1.10  -1.15  -2.19
H  0.84  -2.61  -1.24
H  -0.47  -1.56  -1.77
H  1.96  -0.65  -0.03
H  0.44  -1.21  0.72
H  -0.43  0.68  -1.03
H  2.16  1.57  0.22
H  1.50  3.58  -0.50
H  -0.08  3.49  0.06
H  -1.64  -0.03  1.76
H  -0.39  0.68  2.01
O  -1.17  0.36  2.51
H  -2.85  -2.53  0.84
H  -1.87  -2.14  -0.19
O  -2.66  -1.80  0.23

SMILES = CC/C=C/N.O.O
DFT total energy = -9942.36726 eV



Record 8
Here is a single C32H36BNO6 molecule from OMol25. Energies are from ωB97M-V/def2-TZVPD.

Atoms and positions in Å:
C  1.85  -4.44  0.96
C  1.40  -4.03  -0.56
C  2.68  -3.63  -1.55
C  3.05  -2.05  -1.14
C  2.14  -0.95  -1.95
C  2.63  0.62  -1.73
C  1.79  1.19  -0.41
C  0.31  1.88  -0.61
C  -0.46  2.11  -2.04
C  -0.69  0.75  -2.94
C  -0.02  0.76  -4.47
C  -0.16  -0.47  -5.55
C  -1.01  -1.81  -5.12
C  -1.69  -1.85  -3.59
C  -2.58  -3.17  -3.08
C  -1.54  -0.58  -2.51
C  -0.48  2.39  0.77
C  -2.00  3.06  0.75
C  -3.09  1.83  0.84
C  -4.64  2.07  0.28
C  -5.77  0.85  0.34
C  -5.38  -0.64  0.93
C  -6.43  -1.91  1.02
C  -3.85  -0.90  1.47
C  -2.72  0.32  1.45
C  0.23  2.24  2.24
C  1.72  1.58  2.46
C  2.49  1.06  1.11
B  4.02  0.42  1.34
O  4.33  -0.69  2.26
O  5.16  1.04  0.59
C  2.14  1.60  4.04
O  3.14  0.98  4.69
N  1.03  2.50  4.62
C  1.67  3.82  5.08
C  2.91  4.33  4.13
O  4.20  4.29  4.54
O  2.71  4.90  2.76
C  -0.24  2.67  3.75
O  -1.46  3.04  4.14
H  2.97  -4.77  1.08
H  1.17  -5.36  1.29
H  1.64  -3.60  1.77
H  0.63  -3.14  -0.46
H  0.85  -4.96  -1.02
H  2.44  -3.76  -2.69
H  3.58  -4.30  -1.17
H  2.77  -1.98  0.02
H  4.18  -1.87  -1.35
H  1.03  -1.07  -1.54
H  2.10  -1.21  -3.11
H  2.27  1.26  -2.67
H  3.79  0.76  -1.64
H  0.23  2.85  -2.67
H  -1.51  2.65  -1.96
H  0.57  1.72  -4.82
H  0.33  -0.37  -6.63
H  -1.13  -2.68  -5.90
H  -3.07  -2.88  -2.04
H  -3.50  -3.26  -3.83
H  -1.95  -4.16  -3.03
H  -2.04  -0.65  -1.45
H  -2.11  3.74  1.71
H  -2.13  3.75  -0.19
H  -4.96  3.12  -0.16
H  -6.89  1.01  -0.03
H  -5.99  -2.87  0.48
H  -6.64  -2.20  2.14
H  -7.42  -1.64  0.45
H  -3.54  -1.97  1.90
H  -1.65  0.05  1.89
H  5.00  -0.29  2.91
H  5.51  0.39  -0.10
H  0.85  4.68  5.20
H  2.12  3.66  6.17
H  3.09  4.22  2.11

SMILES = CCCCCCc1c(Cc2cccc(C)c2)c(Cc2ccc(C)cc2)c2c(c1B(O)O)C(=O)N(CC(=O)O)C2=O
DFT total energy = -48189.97141 eV



> What is the formula in the first record?

C16H20O3SeSiV



> The lowest DFT total energy belongs to which entry?

C16H20O3SeSiV